Formula: C47H40F2MnN6O2Si
Source: the Open Molecules 2025 dataset
Level of theory: wB97M-V/def2-TZVPD

## Properties
Energy above the lowest of the compared OMol25 structures with the same formula, charge and spin   0.41 kcal/mol
Calculated total energy   -3934.166395 hartree
HOMO level (alpha / beta)   -7.23 / -6.77 eV
HOMO-LUMO gap (alpha / beta)   5.962 / 5.474 eV

ORCA input file:
```
! RIJCOSX wB97M-V def2-TZVPD def2/J DEFGRID3
* xyz 0 2
Mn -0.28 -0.62 -0.23
O 6.23 -0.22 2.87
N 5.29 -0.26 3.64
O 5.40 -0.22 4.85
C 3.91 -0.36 3.09
C 2.93 -0.28 4.00
C 1.55 -0.31 3.61
C 0.51 -0.17 4.53
C -0.77 -0.14 4.06
C -0.99 -0.28 2.69
N -0.03 -0.46 1.79
C 1.24 -0.44 2.26
C 2.29 -0.53 1.28
N 1.87 -0.65 0.00
C 2.79 -0.75 -0.94
C 4.16 -0.73 -0.66
C 4.59 -0.59 0.63
C 3.64 -0.49 1.66
H 3.19 -0.16 5.04
H 0.74 -0.06 5.59
H -1.62 0.00 4.72
H -1.99 -0.21 2.30
H 2.44 -0.90 -1.95
H 4.86 -0.81 -1.48
H 5.64 -0.56 0.85
F 1.03 -0.21 -5.49
C 0.07 -0.43 -4.57
C 0.38 -0.34 -3.23
C -0.58 -0.56 -2.23
C -1.90 -0.77 -2.69
C -2.16 -0.88 -4.05
F -3.41 -1.17 -4.49
C -1.20 -0.74 -5.03
C -2.94 -0.84 -1.67
C -4.30 -0.59 -1.92
C -5.22 -0.72 -0.90
C -4.79 -1.11 0.36
C -3.44 -1.27 0.54
N -2.52 -1.10 -0.42
H 1.38 0.01 -3.00
H -1.43 -0.83 -6.08
H -4.61 -0.30 -2.91
H -6.27 -0.52 -1.09
H -5.48 -1.26 1.18
H -3.06 -1.56 1.52
C -3.78 4.29 1.73
C -2.65 4.93 1.22
C -1.64 4.19 0.63
C -1.72 2.79 0.52
C -2.86 2.18 1.03
C -3.89 2.91 1.62
Si -0.28 1.83 -0.30
C -0.11 2.84 -1.91
C -1.08 2.69 -2.91
C -1.06 3.44 -4.08
C -0.06 4.38 -4.28
C 0.90 4.57 -3.30
C 0.86 3.82 -2.13
C 1.21 2.37 0.78
C 1.06 2.64 2.14
C 2.14 2.86 2.98
C 3.44 2.81 2.47
C 3.62 2.55 1.12
C 2.53 2.33 0.30
H -4.57 4.87 2.19
H -2.56 6.00 1.29
H -0.78 4.70 0.23
H -2.98 1.11 0.92
H -4.77 2.41 1.99
H -1.87 1.97 -2.78
H -1.82 3.29 -4.83
H -0.03 4.96 -5.19
H 1.67 5.32 -3.43
H 1.61 4.02 -1.37
H 0.06 2.69 2.56
H 1.98 3.07 4.03
H 4.29 2.99 3.12
H 4.62 2.53 0.71
H 2.70 2.11 -0.75
C 1.29 -3.55 -0.31
C 1.31 -5.10 -0.27
N -0.04 -5.64 -0.17
C -0.66 -5.11 1.03
C -0.71 -3.55 0.99
N -0.10 -3.05 -0.26
C -0.83 -3.63 -1.41
C -0.80 -5.18 -1.34
H 1.74 -3.17 -1.22
H 1.84 -3.14 0.54
H 1.89 -5.46 0.58
H 1.78 -5.51 -1.17
H -0.10 -5.46 1.90
H -1.67 -5.52 1.11
H -0.17 -3.12 1.83
H -1.73 -3.19 1.03
H -0.36 -3.26 -2.32
H -1.84 -3.26 -1.38
H -0.34 -5.60 -2.23
H -1.81 -5.59 -1.27
*
```

Charges computed using Löwdin, reported in e: 0.416, 0.080, -0.329, 0.080, -0.061, 0.067, -0.137, 0.008, -0.015, -0.097, 0.044, -0.150, -0.150, 0.068, -0.114, -0.009, 0.011, -0.063, 0.136, 0.125, 0.115, 0.077, 0.092, 0.117, 0.105, 0.060, -0.273, -0.063, -0.178, -0.171, -0.217, 0.049, 0.058, -0.203, 0.015, -0.047, -0.058, -0.171, 0.068, 0.085, 0.128, 0.113, 0.112, 0.106, 0.090, -0.102, -0.086, -0.095, -0.272, -0.112, -0.094, 0.776, -0.267, -0.106, -0.086, -0.101, -0.093, -0.105, -0.272, -0.102, -0.089, -0.098, -0.092, -0.132, 0.096, 0.100, 0.105, 0.051, 0.095, 0.094, 0.100, 0.096, 0.097, 0.084, 0.102, 0.106, 0.105, 0.109, 0.102, -0.144, -0.148, -0.160, -0.148, -0.143, -0.161, -0.135, -0.144, 0.111, 0.110, 0.117, 0.118, 0.116, 0.117, 0.109, 0.090, 0.118, 0.105, 0.117, 0.117